Record 1
The following is a quantum chemistry calculation of a 13-piece molecular cluster, H26O13 overall, from the OMol25 dataset.

Positions of all 39 atoms, in Å:
O 2.411720 2.721095 -2.463289
H 1.486444 2.700224 -2.707506
H 2.438198 2.330957 -1.589610
O 3.189218 -1.528303 -2.592051
H 3.607328 -0.841917 -2.072153
H 3.867365 -1.811552 -3.205331
O 3.252247 1.919384 1.187629
H 4.092139 1.484823 1.335851
H 3.213434 2.601623 1.857921
O -4.175239 -1.975906 -2.802613
H -3.230859 -2.124100 -2.851722
H -4.408870 -1.629304 -3.663721
O -0.381570 -2.264415 -3.656648
H 0.569954 -2.286057 -3.554859
H -0.574542 -2.980592 -4.261699
O 2.042487 -3.910277 0.823083
H 1.507007 -3.761612 0.043728
H 2.944807 -3.853010 0.508800
O -0.316665 0.179588 0.664290
H 0.385390 0.819338 0.782932
H -0.298822 -0.025717 -0.270455
O -1.321621 1.340970 -3.516410
H -1.094545 0.423624 -3.668599
H -1.909310 1.565588 -4.237799
O 2.118459 -1.830065 4.269499
H 2.215272 -2.165653 3.378294
H 1.338170 -1.276768 4.234152
O -1.309177 5.125599 3.723169
H -0.822624 4.311723 3.592375
H -0.825000 5.778526 3.217705
O -3.441950 2.636594 0.038382
H -3.278357 2.373461 0.944054
H -3.323335 1.834174 -0.469827
O -2.207430 -3.187245 1.228947
H -3.103618 -2.887657 1.381712
H -1.658362 -2.456676 1.513585
O -0.794869 1.198976 4.391231
H -0.771039 0.738208 3.552561
H -1.431837 0.712353 4.914393

Cartesian forces (eV/Å) of the 6 atoms listed first:
0.236 0.001 -0.124
-0.329 -0.002 -0.154
0.076 -0.019 0.347
-0.304 -0.238 0.033
0.033 0.260 0.119
0.171 -0.070 -0.192

Output
Spin multiplicity: 1
E in eV: -27039.1611
LUMO level in eV: -0.32
Energy relative to the best compared isomer or geometry (same formula, charge and spin) in eV: 2.7860
Total charge: 0
Gap between HOMO and LUMO in eV: 10.9
Maximum force in eV Å⁻¹: 0.4
M in g/mol: 234.20

Here are the natural (NBO) charges for atoms 1 to 2, given in e:
1. O -0.945
2. H 0.476


Record 2
The following is a quantum chemistry calculation of C10H21ClINO3PPm as an isolated structure in a non-equilibrium geometry, from the OMol25 dataset.

Positions of all 39 atoms, in Å:
C 2.000653 1.067917 -0.408800
C 1.179813 0.801812 -1.673219
H 2.483777 2.063312 -0.468276
H 2.852234 0.348062 -0.350576
H 1.426446 1.070981 0.561686
O 0.846687 1.614724 -2.499676
I -1.796351 -2.456713 -1.314016
Pm 0.333940 -1.214228 0.720251
P 1.520798 -1.291163 -2.141912
C 0.630319 -1.219398 -3.703779
C 3.214000 -0.871804 -2.730720
H 2.250469 -3.351498 -0.981361
H 2.408034 -3.451295 -2.773892
H 0.794311 -3.639354 -1.992257
C 1.763716 -3.127787 -1.942437
H 3.936899 -0.982710 -1.907068
H 3.478468 -1.576065 -3.537265
H 1.260096 -1.680027 -4.477932
H 0.415021 -0.174156 -3.947835
H 3.251486 0.162074 -3.114289
H -0.312070 -1.768052 -3.610046
C -1.132152 0.055205 -1.409524
O -1.857123 0.705077 -2.044697
Cl 2.353117 -2.021246 1.980179
C -3.205998 2.107378 3.740966
N -2.138888 1.187712 3.314463
C -1.620525 0.213915 4.276871
C -1.648454 1.181067 2.093165
C -2.165361 2.094515 1.038824
O -0.740481 0.296419 1.812062
H -3.357857 1.930794 4.810128
H -4.142395 1.915632 3.190282
H -2.903246 3.152559 3.571197
H -1.864566 -0.817954 3.988624
H -0.531288 0.290115 4.382175
H -2.090465 0.434688 5.234839
H -1.328338 2.451486 0.423945
H -2.880658 1.543499 0.405279
H -2.684070 2.954509 1.484641

Cartesian forces (eV/Å) of the 6 atoms listed first:
0.702 0.172 0.391
0.233 3.557 -0.498
-0.549 -0.306 -0.020
-0.770 0.288 0.032
0.242 0.133 -0.927
1.094 -3.826 2.424

Output
Spin multiplicity: 5
E in eV: -64795.2490
LUMO level (alpha / beta) in eV: -8.96 / -8.89
Total charge: +2
Gap between HOMO and LUMO (alpha / beta) in eV: 6.2 / 6.3
Expectation value of S²: 6.01
Maximum force in eV Å⁻¹: 4.7
M in g/mol: 541.61

Here are the Mulliken charges for atoms 1 to 2, given in e:
1. C -1.096
2. C 0.581


Record 3
The following is a quantum chemistry calculation of C3H7NO as an isolated structure in a non-equilibrium geometry, from the OMol25 dataset.

Positions of all 12 atoms, in Å:
C -0.127814 -0.341013 0.299618
C -0.815666 -1.554549 0.873123
N 0.618512 -0.556209 -0.895707
C -0.228802 0.809664 0.898021
O -0.272135 1.815939 1.505090
H 1.363167 3.127808 -1.801772
H 1.005576 0.305464 -1.259915
H 0.046734 -0.999089 -1.609343
H 1.355772 2.969874 -1.039760
H -0.084792 -2.350056 1.003886
H -1.593600 -1.906821 0.194135
H -1.266950 -1.321011 1.832624

Cartesian forces (eV/Å) of the 6 atoms listed first:
-0.240 -0.832 -0.239
0.203 0.338 -0.029
0.186 0.078 -0.121
-0.070 0.962 0.660
0.026 -0.407 -0.340
-0.012 -0.262 1.153

Output
Spin multiplicity: 1
E in eV: -6759.8927
LUMO level in eV: 0.93
Energy relative to the best compared isomer or geometry (same formula, charge and spin) in eV: 2.8577
Total charge: 0
Gap between HOMO and LUMO in eV: 8.8
Maximum force in eV Å⁻¹: 1.2
M in g/mol: 73.09

Here are the natural (NBO) charges for atoms 1 to 2, given in e:
1. C -0.147
2. C -0.601


Record 4
The following is a quantum chemistry calculation of one molecule with the formula C2H4OS3 in a non-equilibrium geometry, from the OMol25 dataset.

Positions of all 10 atoms, in Å:
C -1.129224 1.200596 0.837491
C 0.109938 0.557019 0.357424
O 1.084512 1.124438 -0.051657
S 0.109225 -1.265267 0.786311
S 1.766233 -2.005044 -0.148076
S 1.189107 -2.429489 -2.068619
H -2.013419 0.943828 0.225635
H -1.211080 2.320412 0.729667
H -1.287557 0.731393 1.814492
H 1.382264 -1.177885 -2.482669

Cartesian forces (eV/Å) of the 6 atoms listed first:
-1.789 0.681 -0.683
1.586 0.136 0.131
-0.609 -0.561 -0.282
-0.229 0.424 -0.381
0.023 0.128 0.278
-0.054 -0.008 0.164

Output
Spin multiplicity: 1
E in eV: -36692.0607
LUMO level in eV: 0.28
Energy relative to the best compared isomer or geometry (same formula, charge and spin) in eV: 0.0000
Total charge: 0
SMILES string: CC(=O)SSS
Gap between HOMO and LUMO in eV: 9.7
Maximum force in eV Å⁻¹: 2.0
M in g/mol: 140.25

Here are the natural (NBO) charges for atoms 1 to 2, given in e:
1. C -0.749
2. C 0.464


Record 5
The following is a quantum chemistry calculation of one molecule with the formula C8H15N3O4 in a non-equilibrium geometry, from the OMol25 dataset.

Positions of all 30 atoms, in Å:
C -1.195712 -2.585861 2.148863
C -0.288132 -2.923911 0.941972
N 0.598190 -1.957924 0.331802
C 0.188403 -0.711322 0.288828
O -1.000225 -0.352662 0.135515
C 1.319135 0.376380 0.358359
N 2.448351 -0.341882 -0.035016
C 0.877084 1.446286 -0.779567
C -0.003462 2.630842 -0.188121
C -0.123211 3.542847 -1.638339
N -1.316123 4.376216 -1.457866
O 0.736602 3.637913 -2.645988
C -1.037078 -3.386980 -0.434562
O -0.725146 -4.531466 -0.848522
O -1.900848 -2.509893 -0.868294
H -1.987586 -3.387568 2.464775
H -0.405237 -2.360915 2.795666
H -1.639318 -1.679210 1.748221
H 0.333107 -3.754188 1.088132
H 1.628766 -2.056585 0.517798
H 1.294520 0.925063 1.287831
H 3.372679 -0.105114 0.658524
H 2.537789 -0.051430 -1.171503
H 1.894022 1.799655 -1.152179
H 0.297819 0.853242 -1.610183
H 0.679252 3.401190 0.620739
H -1.022497 2.283186 0.327530
H -2.079132 4.242671 -0.485755
H -1.479035 4.967761 -2.283741
H -2.002977 -1.786342 -0.114921

Cartesian forces (eV/Å) of the 6 atoms listed first:
-0.568 -0.645 -2.432
-2.184 -2.353 -3.739
1.507 -0.219 2.458
-0.904 3.286 0.105
0.812 -0.393 0.796
-3.765 0.418 -2.372

Output
Spin multiplicity: 1
E in eV: -21194.8115
LUMO level in eV: 0.32
Energy relative to the best compared isomer or geometry (same formula, charge and spin) in eV: 6.7663
Total charge: 0
SMILES string: C[C@H](NC(=O)[C@@H](N)CCC(N)=O)C(=O)O
Gap between HOMO and LUMO in eV: 9.4
Maximum force in eV Å⁻¹: 7.7
M in g/mol: 217.22

Here are the natural (NBO) charges for atoms 1 to 2, given in e:
1. C -0.648
2. C -0.147


Record 6
The following is a quantum chemistry calculation of one molecule with the formula C24H31N3O4S in a non-equilibrium geometry, from the OMol25 dataset.

Positions of all 63 atoms, in Å:
C -3.170619 2.433684 1.053313
C -1.965926 2.544052 0.178035
C -1.893707 1.871548 -1.038646
C -0.758536 1.947770 -1.827749
C 0.311366 2.711308 -1.403931
S 1.799371 2.793362 -2.405144
O 1.439860 2.488710 -3.758250
O 2.464685 4.029453 -2.113438
N 2.824839 1.579984 -1.905431
C 3.527218 1.747779 -0.660520
C 2.762075 1.153862 0.529970
C 2.435684 -0.312535 0.252157
C 1.580124 -1.021748 1.293976
O 1.286112 -2.200036 1.162571
N 1.128564 -0.292936 2.329578
C 0.173766 -0.826647 3.290306
C 0.293113 -0.094872 4.615618
C -1.234377 -0.664723 2.682379
O -2.027807 0.173573 3.066916
N -1.468997 -1.508960 1.669414
C -2.675979 -1.425805 0.873958
C -2.866488 -2.699606 0.051358
C -1.796615 -2.828067 -0.999276
C -1.833910 -2.022246 -2.131848
C -0.849823 -2.115115 -3.098250
C 0.187235 -3.021037 -2.945453
C 0.234856 -3.826250 -1.820481
C -0.749155 -3.726766 -0.851720
C 1.667665 -0.430142 -1.074415
C 2.453832 0.221251 -2.210506
C 0.252944 3.412518 -0.213726
C -0.879032 3.319953 0.575864
H -3.404914 3.391822 1.510570
H -2.971142 1.722025 1.857102
H -4.034335 2.085913 0.492866
H -2.740966 1.293985 -1.379131
H -0.694376 1.440185 -2.777322
H 4.504367 1.259676 -0.752480
H 3.682441 2.819584 -0.533180
H 3.375111 1.252895 1.428375
H 1.838113 1.722429 0.658950
H 3.367685 -0.882137 0.159648
H 1.305326 0.696454 2.381957
H 0.393938 -1.893653 3.403366
H -0.019106 0.940059 4.495346
H 1.316921 -0.128589 4.979306
H -0.359982 -0.558623 5.349045
H -0.720719 -2.105691 1.332515
H -3.515618 -1.270504 1.558136
H -2.616725 -0.557552 0.206180
H -2.846711 -3.563614 0.717289
H -3.847818 -2.655650 -0.425327
H -2.649734 -1.325096 -2.262037
H -0.892135 -1.485380 -3.974763
H 0.954149 -3.097249 -3.702028
H 1.041840 -4.531710 -1.691788
H -0.702217 -4.360440 0.021729
H 0.695549 0.057473 -0.967814
H 1.492604 -1.482452 -1.297992
H 3.371399 -0.347483 -2.399870
H 1.867169 0.253605 -3.128375
H 1.088148 4.037498 0.063718
H -0.930598 3.860907 1.509378

Cartesian forces (eV/Å) of the 6 atoms listed first:
-0.018 -0.064 0.126
0.037 -0.013 -0.066
0.093 0.046 0.018
-0.037 -0.008 -0.129
0.519 0.106 -0.457
0.284 -0.081 -0.056

Output
Spin multiplicity: 1
E in eV: -48888.6683
LUMO level in eV: 0.57
Energy relative to the best compared isomer or geometry (same formula, charge and spin) in eV: 0.0000
Total charge: 0
SMILES string: Cc1ccc(S(=O)(=O)N2CCC(C(=O)N[C@@H](C)C(=O)NCCc3ccccc3)CC2)cc1
Gap between HOMO and LUMO in eV: 9.8
Maximum force in eV Å⁻¹: 1.1
M in g/mol: 457.60

Here are the natural (NBO) charges for atoms 1 to 2, given in e:
1. C -0.658
2. C -0.009